ORCA calculation (the ωB97M-V functional and the def2-TZVPD basis) on a molecular structure, C19H25KNSb at a distorted geometry.

Values from the calculation:
frontier orbital gap = 5.765 eV
spin multiplicity = 1
maximum force = 1.414 eV Å⁻¹
charge = 0
DFT total energy = -1633.851698 a.u.
HOMO = -6.007 eV

Cartesian coordinates (Å):
K: 1.8889 1.7553 -0.0306
C: 3.3048 -4.5558 0.2032
C: 2.4538 -3.4695 -0.4500
Sb: 2.5980 -1.5258 0.4149
C: 4.2905 -1.8066 1.6931
C: 4.5272 -0.5804 2.5745
C: 1.1264 -1.7404 1.9596
C: 1.0933 -3.0844 2.6815
H: 3.1703 -5.5164 -0.2992
H: 3.0608 -4.7040 1.2551
H: 4.3694 -4.3197 0.1573
H: 1.3915 -3.7242 -0.4409
H: 2.7200 -3.3519 -1.5010
H: 5.1544 -2.0113 1.0585
H: 4.1269 -2.7020 2.2930
H: 4.7218 0.3165 1.9803
H: 5.3843 -0.7104 3.2381
H: 3.6670 -0.3625 3.2127
H: 0.1617 -1.5125 1.5038
H: 1.3158 -0.9246 2.6634
H: 0.8458 -3.9024 2.0025
H: 0.3456 -3.0908 3.4774
H: 2.0517 -3.3332 3.1411
N: -0.1050 2.7930 -0.5616
C: -1.2893 2.6027 -0.9178
C: -1.7662 1.1949 -1.2938
C: -2.4395 0.9202 -2.4804
C: -2.7462 -0.3859 -2.8500
C: -2.4178 -1.4461 -2.0162
C: -1.7769 -1.1847 -0.8093
C: -1.4483 0.1199 -0.4643
C: -2.3751 3.6701 -1.0446
C: -2.0214 4.9893 -1.3092
C: -2.9856 5.9823 -1.4006
C: -4.3306 5.6780 -1.2120
C: -4.6972 4.3677 -0.9354
C: -3.7246 3.3764 -0.8615
H: -2.7190 1.7432 -3.1291
H: -3.2481 -0.5712 -3.7920
H: -2.6673 -2.4610 -2.2992
H: -1.5507 -2.0037 -0.1356
H: -0.9524 0.3323 0.4783
H: -0.9675 5.2146 -1.4277
H: -2.6936 7.0029 -1.6187
H: -5.0844 6.4529 -1.2765
H: -5.7383 4.1144 -0.7752
H: -4.0247 2.3549 -0.6558

Force components x, y, z for each atom (eV/Å):
K 0.97 -0.12 0.17
C 0.04 -0.06 -0.01
C 0.01 -0.25 -0.16
Sb 0.00 0.10 -0.05
C 0.15 -0.07 0.11
C 0.02 0.02 0.03
C -0.12 0.00 0.18
C 0.00 -0.05 -0.01
H -0.03 0.03 -0.02
H -0.07 0.03 0.00
H -0.02 0.04 -0.04
H 0.02 -0.04 0.05
H 0.03 -0.05 0.00
H 0.03 0.06 0.02
H 0.02 0.03 0.06
H 0.01 -0.03 -0.04
H 0.00 -0.05 -0.03
H -0.02 -0.05 -0.03
H -0.02 -0.07 -0.01
H 0.01 -0.04 0.04
H -0.02 0.04 -0.04
H -0.01 0.03 -0.02
H 0.02 0.07 0.00
N -1.26 0.56 -0.30
C -0.14 -0.12 -0.09
C 0.03 -0.02 0.14
C 0.00 -0.01 -0.08
C 0.04 0.08 0.04
C 0.02 0.08 0.01
C 0.00 0.05 -0.05
C -0.02 -0.06 0.00
C 0.14 -0.06 0.03
C 0.06 0.05 0.02
C -0.04 0.01 0.01
C 0.07 -0.11 0.02
C 0.13 0.04 0.00
C -0.08 -0.07 -0.01
H 0.00 -0.02 0.00
H 0.00 -0.01 0.01
H 0.00 0.00 0.02
H 0.02 0.00 0.02
H 0.00 0.00 -0.01
H -0.02 0.00 0.00
H 0.02 -0.01 0.00
H 0.02 0.01 -0.01
H 0.01 0.00 -0.01
H 0.01 0.02 0.01